1.
DFT (wB97M-V/def2-TZVPD) results for a structure of composition C21H31BaN5O6S in a non-equilibrium geometry.

```
65
Properties=species:S:1:pos:R:3:forces:R:3:lowdin_charge:R:1
N -2.018 -0.003 0.056 0.2 -0.4 -0.9 -0.59
H -1.009 -0.123 -5.205 0.1 -0.2 0.1 0.09
N -0.266 -3.383 2.208 1.8 2.0 2.4 -0.35
Ba -0.582 -2.193 -0.186 0.2 0.2 2.6 1.94
H 0.813 1.086 -4.825 0.1 0.1 0.4 0.08
O -0.027 -4.545 -1.281 1.5 -0.7 0.2 -0.34
C -1.984 2.452 -1.681 0.0 0.4 -0.1 -0.10
C 0.039 -1.191 -3.682 -0.4 -2.6 1.5 -0.27
C -0.497 -1.085 -5.068 -0.2 -0.1 -0.2 -0.01
C 1.388 -4.261 -0.797 -0.5 -1.3 -0.5 -0.13
H -2.924 5.465 -2.990 0.1 -0.2 0.3 0.11
H -1.398 1.103 3.541 0.3 0.1 0.0 0.12
H -1.205 -1.899 -5.245 0.2 0.2 -0.1 0.08
C 0.495 2.158 3.696 0.0 0.2 -0.1 -0.08
H 0.910 -0.230 4.649 0.2 -0.2 0.1 0.05
H 2.117 3.613 1.068 -0.3 -0.1 0.2 0.11
H 0.200 1.983 -3.409 0.5 -0.3 -0.1 0.07
N 1.075 -0.282 -1.761 0.0 1.4 -2.5 -0.02
C -3.258 3.749 -0.061 0.4 -0.3 -0.2 -0.07
O -0.630 -3.360 -3.585 0.1 0.2 0.5 -0.07
C -3.390 4.779 -0.993 0.0 -0.2 0.0 -0.07
H -3.695 3.817 0.935 0.1 0.1 -0.2 0.11
C -0.760 1.898 1.646 0.3 0.1 0.1 -0.36
H -0.181 -5.509 -1.277 0.2 0.7 0.4 0.12
H 2.336 3.279 3.539 -0.3 -0.2 -0.2 0.11
N 1.460 -1.615 1.948 -1.7 -0.3 2.5 -0.20
H -0.759 -4.282 4.675 -0.1 0.3 0.0 0.08
H 1.374 -4.148 0.297 -0.1 0.1 -0.2 0.05
H 0.052 -2.957 5.543 -0.1 0.0 -0.2 0.06
H -0.551 -4.065 -2.893 0.1 0.6 -0.4 0.06
H 3.630 -0.726 0.367 -0.3 0.3 0.5 0.01
N -0.060 -2.270 -2.917 -0.1 1.2 -2.6 -0.10
O 4.067 -0.331 -0.422 -0.4 -1.3 -0.9 -0.10
C 0.716 -0.079 -3.035 0.9 0.6 3.4 -0.28
H 0.309 -1.136 -5.816 -0.2 0.0 0.2 0.11
H -3.944 5.677 -0.721 0.1 -0.2 -0.1 0.11
C 1.470 2.883 3.005 -0.2 -0.2 -0.1 -0.05
O -1.503 -3.712 2.105 -2.1 -1.4 -0.5 -0.38
C 1.630 -1.020 4.392 0.3 0.1 0.2 -0.05
C 0.933 1.222 -3.741 0.1 0.2 -0.3 -0.01
H -1.644 3.405 -3.593 -0.2 0.1 0.3 0.10
C 0.139 -2.846 3.405 -1.2 -2.3 -2.9 -0.34
H -1.451 1.533 -1.930 -0.1 0.3 0.1 0.09
H 1.757 -3.361 -1.311 -0.3 -0.3 0.1 0.06
H 0.603 1.979 4.767 -0.1 0.1 -0.4 0.11
C -0.622 1.667 3.022 -0.2 -0.1 -0.3 -0.08
C -2.527 2.601 -0.405 0.0 0.7 -0.2 -0.40
H 2.401 0.493 -0.646 -0.6 0.2 -0.1 0.07
H 0.083 2.801 -0.109 0.2 -0.1 0.3 0.10
C 1.344 3.084 1.629 -0.3 0.0 0.0 -0.05
O 1.643 0.861 -1.190 0.1 -1.0 -0.5 -0.08
C 1.122 -1.832 3.257 1.5 0.4 -3.2 -0.32
S -2.286 1.340 0.850 -0.6 0.9 0.7 1.03
H -2.670 -0.010 -0.739 0.0 0.0 0.5 -0.01
H 1.948 1.598 -3.537 -0.5 -0.1 0.1 0.10
H 3.959 -1.051 -1.096 0.3 1.0 0.8 0.06
O 2.221 -0.616 1.692 1.9 1.4 -0.7 -0.29
H 1.780 -1.640 5.283 0.0 0.1 -0.1 0.07
H 2.580 -0.537 4.139 -0.2 0.0 -0.1 0.07
H -1.523 -2.675 4.753 0.2 -0.2 0.1 0.08
C -0.555 -3.201 4.663 -0.5 0.1 0.3 -0.06
H 2.025 -5.124 -1.070 -0.3 0.6 0.1 0.10
C -2.104 3.501 -2.606 -0.2 -0.2 0.3 -0.07
C 0.215 2.611 0.955 0.1 0.0 -0.1 -0.07
C -2.812 4.659 -2.261 0.1 -0.2 0.1 -0.07
```
Positions in Å, forces in eV/Å.

The calculation puts the energy above the lowest of the compared OMol25 structures with the same formula, charge and spin at 0.00 kcal per mole. As for the total charge: 0. The largest force on an atom is 0.076 hartree/bohr. The multiplicity is 1.


2.
DFT (wB97M-V/def2-TZVPD) results for a structure of composition C13H20Cl4NiO5S2 in a non-equilibrium geometry.

```
45
Properties=species:S:1:pos:R:3:forces:R:3:nbo_charge:R:1
O -2.331 0.942 -0.156 0.8 0.0 -0.5 -0.99
H 0.785 2.146 1.570 -0.1 -0.1 0.0 0.51
H -3.145 3.553 -0.345 0.0 0.0 -0.1 0.23
C 4.409 0.868 -1.749 0.1 0.0 0.1 -0.12
C 1.200 -2.352 1.722 0.0 0.1 0.0 -0.60
S -2.592 1.583 -1.538 0.2 -0.3 0.1 1.31
H -4.823 1.656 -0.770 0.0 0.0 -0.1 0.24
Cl 4.387 -0.166 0.790 0.0 0.0 -0.1 -0.01
O -0.181 2.135 1.498 -0.1 0.1 0.3 -0.76
H -0.249 -4.164 -1.159 0.0 0.0 0.0 0.24
C 3.765 1.379 -2.863 -0.1 0.0 -0.1 -0.09
H -1.786 -3.509 0.836 0.0 0.0 0.0 0.24
Cl 4.684 1.885 -4.241 -0.1 0.0 0.1 0.02
C -0.776 2.252 2.799 0.0 -0.1 -0.2 -0.25
H -1.822 1.968 2.699 0.1 0.0 0.0 0.19
H -0.718 3.277 3.158 0.0 0.1 0.0 0.18
Cl 6.135 0.717 -1.719 -0.2 0.0 0.1 0.02
C -4.348 1.401 -1.720 -0.3 -0.2 0.2 -0.82
C 3.642 0.477 -0.644 0.0 -0.1 0.3 -0.11
H -4.534 0.356 -1.967 -0.1 0.1 0.0 0.25
H -0.295 1.588 3.519 0.0 0.0 0.0 0.18
S 0.679 -2.366 -0.034 -0.2 0.3 0.0 1.27
H -0.730 -4.511 1.853 0.0 0.0 0.0 0.21
Ni -0.389 0.496 0.045 1.3 0.1 -0.3 1.33
C -1.084 -4.344 0.835 0.0 0.0 0.0 -0.63
O -0.609 -1.538 -0.180 0.2 -0.3 0.5 -1.03
H 1.409 -3.390 1.990 0.0 0.1 0.0 0.22
H -2.986 3.835 -2.123 0.1 0.0 0.1 0.24
C 0.066 -4.055 -0.122 -0.3 0.0 0.1 -0.60
H -4.696 2.045 -2.531 0.1 -0.1 0.1 0.24
H 0.937 -4.693 0.049 0.0 0.0 -0.1 0.23
H 2.131 -1.786 1.706 -0.1 0.0 0.0 0.27
H -1.525 3.611 -1.116 -0.1 0.0 0.0 0.27
O 0.286 1.267 -1.687 0.3 0.1 0.0 -0.89
C 1.607 1.132 -1.753 -1.1 0.3 -0.2 0.33
H -0.687 -2.321 2.822 0.0 0.0 0.0 0.21
Cl 1.517 2.153 -4.220 0.1 0.0 0.0 0.01
H -0.137 -0.752 2.271 0.0 0.3 -0.1 0.21
H 0.672 -1.521 3.629 0.0 0.0 -0.1 0.22
H -1.621 -5.237 0.517 0.0 0.0 0.0 0.22
C 0.196 -1.703 2.663 0.0 -0.3 0.1 -0.61
C 2.369 1.497 -2.858 0.0 0.2 -0.2 -0.15
O 1.495 0.252 0.407 -1.2 0.1 0.0 -0.82
C 2.263 0.603 -0.637 0.0 -0.2 0.3 0.21
C -2.571 3.332 -1.247 0.2 0.3 0.1 -0.83
```
Positions in Å, forces in eV/Å.

The calculation puts the energy above the lowest of the compared OMol25 structures with the same formula, charge and spin at 17.86 kcal per mole. As for the total charge: 0. The largest force on an atom is 0.027 hartree/bohr. The multiplicity is 1.


3.
DFT (wB97M-V/def2-TZVPD) results for a structure of composition C12H23BClF2N3O2RuS.

```
46
Properties=species:S:1:pos:R:3:forces:R:3:nbo_charge:R:1
N 4.174 -1.453 -2.465 0.0 0.0 0.0 -0.52
H 0.466 2.342 4.100 0.0 0.0 0.0 0.22
C -2.255 -0.434 3.280 0.0 0.0 0.0 -0.62
H 1.075 0.110 4.010 0.0 0.0 0.0 0.22
H 1.978 -1.024 -2.845 0.0 0.0 0.0 0.46
H -1.283 2.542 4.318 0.0 0.0 0.0 0.21
H 1.194 -0.425 -5.493 0.0 0.0 0.0 0.20
H -2.124 1.198 0.867 0.0 0.0 0.0 0.22
H 1.121 2.041 -1.068 0.0 0.0 0.0 0.15
H 0.405 -2.700 -0.068 0.0 0.0 0.0 0.22
C -0.003 -0.717 -2.967 0.0 0.0 0.0 0.35
Cl 2.431 -2.387 1.113 0.0 0.0 0.0 0.08
C -2.415 -0.350 -3.327 0.0 0.0 0.0 -0.41
F 2.880 1.596 -0.184 0.0 0.0 -0.1 -0.32
S -0.242 -0.360 -1.289 0.0 0.0 0.0 0.04
C 3.518 -1.041 -1.603 0.0 0.0 0.0 -0.12
H 2.502 -1.494 -4.962 0.0 0.0 0.0 0.26
H -2.721 0.173 4.059 0.0 0.0 0.0 0.21
H 0.097 -1.321 4.353 0.0 0.0 0.0 0.22
Ru 1.867 -0.438 -0.304 0.0 -0.1 -0.1 0.02
C -0.737 1.514 2.502 0.0 0.0 0.0 0.25
H 1.871 -3.045 -1.107 0.0 0.0 0.0 0.22
O 0.411 1.454 1.620 0.0 0.0 0.0 -0.77
H -0.935 -0.892 -4.747 0.0 0.0 0.0 0.41
N 1.172 -1.030 -3.472 0.0 0.0 0.0 -0.60
H -3.073 -0.371 -4.191 0.0 0.0 0.0 0.21
H 0.887 -2.164 -5.228 0.0 0.0 0.0 0.20
C -1.926 1.934 1.648 0.0 0.0 0.0 -0.64
H -2.768 -1.074 -2.592 0.0 0.0 0.0 0.21
H -0.316 0.228 5.105 0.0 0.0 0.0 0.21
C 0.060 -0.243 4.196 0.0 0.0 0.0 -0.63
C 1.946 1.343 -1.207 0.0 0.0 0.1 0.51
F 2.530 1.568 -2.394 0.0 0.0 0.0 -0.34
H -2.827 2.061 2.250 0.0 0.0 0.0 0.21
C -0.844 0.045 3.003 0.0 0.0 0.0 0.23
N -1.072 -0.675 -3.775 0.0 0.0 0.0 -0.59
H -0.414 3.533 3.140 0.0 0.0 0.0 0.22
H -2.871 -0.391 2.384 0.0 0.0 0.0 0.22
H -2.227 -1.468 3.626 0.0 0.0 0.0 0.22
H -1.693 2.885 1.169 0.0 0.0 0.0 0.22
B 0.539 0.146 1.187 -0.1 0.0 0.0 0.96
C 1.410 -2.412 -0.358 0.0 0.0 0.1 -0.39
O -0.310 -0.697 1.881 0.0 0.0 0.0 -0.77
C -0.472 2.540 3.586 0.0 0.0 0.0 -0.63
C 1.438 -1.291 -4.871 0.0 0.0 0.0 -0.44
H -2.445 0.643 -2.880 0.0 0.0 0.0 0.22
```
Positions in Å, forces in eV/Å.

The calculation puts the energy above the lowest of the compared OMol25 structures with the same formula, charge and spin at 13.30 kcal per mole. As for the total charge: 0. The largest force on an atom is 0.003 hartree/bohr. The multiplicity is 1.


4.
DFT (wB97M-V/def2-TZVPD) results for a cluster of 2 separate species, C5H11NO in total in a non-equilibrium geometry.

```
18
Properties=species:S:1:pos:R:3:forces:R:3:nbo_charge:R:1
C 0.234 -0.276 -0.461 -0.3 -0.4 -0.2 -0.40
H -0.352 -3.100 -2.378 0.4 -0.2 0.3 0.20
H 2.603 -0.066 2.327 0.1 -0.1 -0.1 0.47
C 0.474 -1.582 -1.115 0.5 0.4 0.3 -0.20
H -1.675 3.001 0.643 -0.1 0.1 0.1 0.21
C -0.913 2.288 0.366 1.2 -0.5 -0.1 -0.42
C -0.464 -2.185 -1.811 -0.6 -0.5 -0.7 -0.38
H -1.955 0.967 1.524 0.1 -0.1 0.2 0.37
C -0.666 -0.136 0.512 0.0 0.3 0.3 0.03
H -0.934 2.061 -0.701 -0.4 0.1 -0.2 0.19
H 2.114 -0.248 0.900 0.4 -0.1 0.3 0.48
H 0.705 0.585 -0.906 0.3 0.2 0.1 0.22
O 2.913 -0.342 1.456 -0.6 0.2 -0.2 -0.95
H -1.438 -1.740 -1.922 -0.2 0.3 0.1 0.19
N -1.027 1.049 1.139 -0.8 0.3 -0.3 -0.59
H 0.083 2.714 0.524 -0.2 0.2 0.2 0.20
H 1.472 -1.997 -1.019 0.0 -0.1 -0.2 0.21
H -1.176 -0.994 0.923 0.1 -0.3 0.0 0.20
```
Positions in Å, forces in eV/Å.

The calculation puts the energy above the lowest of the compared OMol25 structures with the same formula, charge and spin at 50.41 kcal per mole. As for the total charge: 0. The largest force on an atom is 0.026 hartree/bohr. Its structure (SMILES) is C=C/C=C/NC.O. The multiplicity is 1.